[1]
{
  "formula": "C23H65N11O11",
  "method": "ωB97M-V/def2-TZVPD",
  "elements": ["C", "O", "C", "C", "N", "C", "C", "O", "C", "H", "H", "H", "H", "H", "H", "H", "H", "H", "H", "H", "H", "H", "H", "H", "C", "O", "C", "C", "N", "C", "C", "O", "C", "H", "H", "H", "H", "H", "H", "H", "H", "H", "H", "H", "H", "H", "H", "H", "C", "O", "C", "C", "N", "C", "C", "O", "C", "H", "H", "H", "H", "H", "H", "H", "H", "H", "H", "H", "H", "H", "H", "H", "N", "C", "N", "O", "H", "H", "H", "H", "N", "C", "N", "O", "H", "H", "H", "H", "N", "C", "N", "O", "H", "H", "H", "H", "N", "C", "N", "O", "H", "H", "H", "H", "C", "O", "H", "H", "H", "H"],
  "coordinates": [[-2.190, 6.483, -0.062], [-2.793, 5.848, 1.000], [-2.014, 4.822, 1.623], [-2.784, 4.186, 2.737], [-1.898, 3.183, 3.393], [-2.216, 2.684, 4.725], [-1.598, 1.279, 5.073], [-0.213, 1.254, 4.587], [0.438, 0.053, 4.951], [-1.583, 5.803, -0.629], [-1.564, 7.317, 0.294], [-2.990, 6.805, -0.684], [-1.084, 5.305, 2.023], [-1.707, 4.016, 0.931], [-3.599, 3.557, 2.310], [-3.205, 4.979, 3.400], [-0.980, 3.556, 3.424], [-3.331, 2.574, 4.713], [-1.901, 3.405, 5.502], [-2.192, 0.496, 4.573], [-1.618, 1.090, 6.146], [-0.041, -0.871, 4.584], [0.335, 0.023, 6.050], [1.455, 0.200, 4.624], [0.182, -5.999, 1.817], [-0.390, -4.929, 1.033], [-1.618, -5.119, 0.306], [-1.974, -3.694, -0.119], [-2.297, -2.719, 1.002], [-3.779, -2.919, 1.365], [-4.634, -1.901, 0.589], [-6.039, -2.214, 0.815], [-6.874, -1.241, 0.238], [0.997, -5.553, 2.398], [0.518, -6.870, 1.229], [-0.575, -6.419, 2.517], [-2.292, -5.668, 1.008], [-1.427, -5.842, -0.516], [-2.896, -3.766, -0.733], [-1.050, -3.287, -0.607], [-1.746, -3.089, 1.806], [-3.945, -2.694, 2.430], [-4.183, -3.920, 1.155], [-4.477, -1.967, -0.507], [-4.429, -0.895, 0.937], [-7.930, -1.399, 0.455], [-6.720, -1.159, -0.817], [-6.659, -0.195, 0.545], [1.505, -1.627, 1.673], [2.235, -1.951, 0.500], [2.921, -0.864, -0.093], [3.538, -1.340, -1.367], [4.601, -2.295, -1.154], [4.510, -3.393, -2.160], [5.049, -2.994, -3.517], [6.299, -2.414, -3.565], [7.310, -3.147, -2.926], [2.227, -1.216, 2.391], [1.124, -2.621, 1.928], [0.782, -0.852, 1.547], [3.667, -0.514, 0.646], [2.206, -0.038, -0.243], [3.952, -0.461, -1.906], [2.704, -1.725, -1.992], [4.530, -2.760, -0.254], [3.460, -3.678, -2.227], [4.950, -4.269, -1.700], [4.382, -2.146, -3.787], [5.030, -3.842, -4.198], [8.163, -2.478, -2.951], [7.427, -4.125, -3.392], [7.128, -3.322, -1.878], [-2.371, 3.282, -2.795], [-1.463, 4.332, -3.063], [-0.263, 4.209, -2.417], [-1.686, 5.259, -3.851], [-3.358, 3.430, -3.003], [-2.238, 2.777, -1.925], [-0.082, 3.446, -1.761], [0.502, 4.851, -2.554], [1.667, -0.689, -5.168], [0.631, -0.820, -4.274], [-0.331, -1.769, -4.747], [0.533, -0.249, -3.187], [1.443, -0.866, -6.123], [2.463, -0.089, -4.976], [-1.296, -1.710, -4.479], [-0.129, -2.166, -5.665], [3.060, 2.599, 0.821], [2.414, 2.165, 2.003], [1.038, 2.130, 1.909], [3.087, 2.004, 3.020], [4.042, 2.428, 0.959], [2.747, 2.367, -0.144], [0.545, 2.741, 1.238], [0.506, 1.842, 2.731], [-1.469, -0.232, -0.710], [-1.520, 0.948, 0.098], [-2.195, 0.815, 1.338], [-1.079, 2.031, -0.286], [-1.672, -1.077, -0.182], [-0.869, -0.263, -1.491], [-2.118, 1.548, 2.012], [-2.439, -0.085, 1.689], [2.850, 2.610, -3.166], [2.173, 2.005, -2.098], [3.816, 2.113, -3.370], [2.248, 2.639, -4.084], [3.059, 3.625, -2.880], [1.566, 1.305, -2.426]],
  "smiles": "COCCNCCOC.COCCNCCOC.COCCNCCOC.NC(N)=O.NC(N)=O.NC(N)=O.NC(N)=O.CO"
}

=====

[2]
{
  "formula": "C23H68O11",
  "method": "ωB97M-V/def2-TZVPD",
  "elements": ["C", "C", "C", "O", "H", "H", "H", "H", "H", "H", "H", "H", "C", "C", "C", "O", "H", "H", "H", "H", "H", "H", "H", "H", "C", "C", "C", "O", "H", "H", "H", "H", "H", "H", "H", "H", "C", "C", "C", "O", "H", "H", "H", "H", "H", "H", "H", "H", "C", "C", "C", "O", "H", "H", "H", "H", "H", "H", "H", "H", "C", "C", "C", "O", "H", "H", "H", "H", "H", "H", "H", "H", "C", "O", "H", "H", "H", "H", "C", "O", "H", "H", "H", "H", "C", "O", "H", "H", "H", "H", "C", "O", "H", "H", "H", "H", "C", "O", "H", "H", "H", "H"],
  "coordinates": [[0.597, -2.078, 4.059], [0.770, -0.621, 3.909], [2.148, -0.246, 3.522], [-0.182, -0.137, 2.924], [1.165, -2.516, 4.871], [0.824, -2.568, 3.061], [-0.484, -2.285, 4.262], [0.538, -0.103, 4.805], [2.430, -0.513, 2.459], [2.898, -0.898, 4.038], [2.310, 0.767, 3.898], [0.000, 0.821, 2.854], [5.459, 1.410, 0.878], [4.759, 2.786, 0.923], [4.677, 3.487, -0.412], [3.386, 2.564, 1.464], [5.492, 0.930, 1.854], [6.528, 1.442, 0.424], [4.911, 0.756, 0.163], [5.229, 3.354, 1.693], [5.642, 3.956, -0.690], [3.888, 4.292, -0.430], [4.394, 2.779, -1.240], [2.846, 2.083, 0.826], [0.131, -3.621, -5.500], [-1.048, -3.424, -4.592], [-1.193, -4.561, -3.522], [-1.181, -2.151, -3.991], [0.167, -2.702, -6.057], [-0.097, -4.486, -6.176], [1.064, -3.749, -4.969], [-1.992, -3.512, -5.220], [-0.228, -4.600, -3.013], [-1.330, -5.527, -3.944], [-1.978, -4.324, -2.820], [-0.431, -1.875, -3.455], [-4.621, 0.753, 2.933], [-3.117, 0.646, 3.264], [-2.858, 0.868, 4.726], [-2.763, -0.681, 2.760], [-4.686, 0.616, 1.827], [-5.070, 1.691, 3.176], [-5.035, -0.090, 3.485], [-2.540, 1.351, 2.721], [-3.508, 0.253, 5.387], [-2.999, 1.919, 4.964], [-1.880, 0.645, 5.028], [-1.831, -0.839, 2.971], [-0.002, 4.317, 1.210], [0.774, 4.146, 2.527], [-0.050, 4.323, 3.798], [1.018, 2.715, 2.647], [0.495, 4.192, 0.275], [-0.466, 5.340, 1.164], [-0.877, 3.696, 1.228], [1.688, 4.743, 2.477], [-0.830, 3.597, 3.764], [-0.508, 5.347, 3.713], [0.497, 4.074, 4.724], [1.911, 2.633, 2.302], [2.591, -0.047, -2.928], [1.553, -0.147, -1.787], [0.961, 1.275, -1.577], [0.443, -0.965, -2.094], [3.485, 0.472, -2.575], [2.166, 0.515, -3.758], [2.822, -1.015, -3.319], [2.050, -0.570, -0.926], [0.260, 1.420, -2.384], [1.730, 2.073, -1.561], [0.319, 1.367, -0.713], [0.048, -1.180, -1.270], [-2.337, 0.630, -5.355], [-0.959, 0.864, -5.416], [-2.697, -0.174, -6.018], [-2.601, 0.354, -4.361], [-2.772, 1.540, -5.645], [-0.356, 0.250, -4.943], [-4.450, 2.892, -0.524], [-3.547, 2.070, 0.166], [-5.455, 2.406, -0.617], [-4.557, 3.776, 0.054], [-4.130, 3.221, -1.527], [-3.676, 1.160, -0.111], [3.661, -4.704, -1.908], [2.892, -3.658, -2.440], [3.492, -5.565, -2.605], [4.690, -4.391, -2.022], [3.301, -5.026, -0.894], [2.040, -4.040, -2.639], [-1.027, -3.237, 0.834], [-0.367, -2.057, 0.508], [-1.319, -3.758, -0.099], [-0.446, -3.962, 1.429], [-1.938, -3.058, 1.500], [-0.293, -1.421, 1.243], [-3.386, -1.547, -0.985], [-3.930, -0.791, 0.127], [-4.000, -1.573, -1.851], [-2.410, -1.132, -1.282], [-3.318, -2.553, -0.586], [-3.380, -0.903, 0.935]],
  "relative_energy_ev": 1.3595,
  "smiles": "CC(C)O.CC(C)O.CC(C)O.CC(C)O.CC(C)O.CC(C)O.CO.CO.CO.CO.CO"
}

=====

[3]
{
  "formula": "C23H69BN12O13Pd",
  "method": "ωB97M-V/def2-TZVPD",
  "elements": ["N", "H", "H", "H", "H", "Pd", "B", "H", "H", "H", "H", "C", "O", "O", "O", "C", "O", "C", "C", "N", "C", "C", "O", "C", "H", "H", "H", "H", "H", "H", "H", "H", "H", "H", "H", "H", "H", "H", "H", "C", "O", "C", "C", "N", "C", "C", "O", "C", "H", "H", "H", "H", "H", "H", "H", "H", "H", "H", "H", "H", "H", "H", "H", "C", "O", "C", "C", "N", "C", "C", "O", "C", "H", "H", "H", "H", "H", "H", "H", "H", "H", "H", "H", "H", "H", "H", "H", "C", "O", "N", "N", "H", "H", "H", "H", "C", "O", "N", "N", "H", "H", "H", "H", "C", "O", "N", "N", "H", "H", "H", "H", "C", "O", "N", "N", "H", "H", "H", "H"],
  "coordinates": [[2.404, -1.245, 3.790], [3.388, -1.351, 3.591], [2.122, -0.317, 3.508], [2.059, -1.377, 4.730], [1.947, -1.999, 3.295], [1.994, 1.204, -1.320], [3.294, 0.081, -2.765], [2.674, 0.854, -3.193], [2.691, -0.809, -2.659], [4.118, 0.006, -3.458], [3.620, 0.409, -1.791], [1.690, 1.162, 1.323], [2.620, 0.669, 0.702], [0.971, 1.835, 0.573], [1.563, 1.047, 2.539], [-7.167, -4.872, -4.863], [-6.046, -4.101, -4.525], [-6.444, -2.794, -4.194], [-5.265, -1.889, -4.654], [-4.989, -0.752, -3.737], [-4.315, -1.198, -2.537], [-3.737, 0.024, -1.716], [-3.414, -0.333, -0.338], [-2.722, 0.606, 0.419], [-6.990, -5.947, -4.813], [-7.545, -4.652, -5.861], [-7.965, -4.749, -4.131], [-6.701, -2.700, -3.139], [-7.331, -2.491, -4.749], [-5.495, -1.488, -5.642], [-4.369, -2.474, -4.865], [-4.542, -0.002, -4.244], [-3.568, -1.951, -2.789], [-5.108, -1.712, -1.994], [-4.397, 0.887, -1.806], [-2.866, 0.358, -2.281], [-3.280, 1.538, 0.513], [-1.683, 0.750, 0.122], [-2.755, 0.389, 1.486], [-1.042, -6.199, 1.084], [0.131, -5.427, 1.232], [0.355, -4.275, 0.354], [1.286, -3.319, 1.143], [0.776, -2.993, 2.510], [-0.331, -2.122, 2.382], [-1.392, -2.351, 3.472], [-1.498, -3.855, 3.649], [-2.490, -4.370, 4.496], [-0.967, -7.095, 1.701], [-1.221, -6.414, 0.030], [-1.812, -5.498, 1.405], [-0.627, -3.874, 0.105], [0.779, -4.542, -0.614], [1.433, -2.419, 0.546], [2.239, -3.826, 1.292], [0.219, -3.827, 2.631], [-0.712, -2.194, 1.364], [0.131, -1.151, 2.562], [-2.369, -1.902, 3.289], [-0.990, -1.896, 4.377], [-2.330, -4.069, 5.531], [-2.397, -5.455, 4.477], [-3.474, -4.074, 4.132], [4.669, 2.911, -0.895], [3.356, 2.758, -1.438], [2.877, 4.016, -1.952], [1.341, 4.058, -2.044], [0.860, 2.787, -2.627], [-0.614, 2.632, -2.606], [-1.408, 3.605, -3.496], [-1.531, 3.030, -4.761], [-1.522, 3.934, -5.820], [4.690, 3.700, -0.143], [5.453, 3.152, -1.614], [5.030, 2.015, -0.390], [3.409, 4.158, -2.893], [3.013, 4.839, -1.251], [1.179, 4.892, -2.727], [0.836, 4.163, -1.084], [1.114, 2.831, -3.604], [-0.959, 2.562, -1.574], [-0.718, 1.582, -2.882], [-0.865, 4.547, -3.422], [-2.423, 3.759, -3.129], [-2.136, 4.819, -5.652], [-1.940, 3.421, -6.686], [-0.518, 4.247, -6.107], [0.273, 5.224, 1.413], [0.014, 6.415, 1.689], [1.392, 4.636, 1.674], [-0.554, 4.318, 0.861], [2.240, 5.037, 2.049], [1.354, 3.656, 1.434], [-1.476, 4.616, 0.575], [-0.277, 3.357, 0.721], [-0.899, 2.297, 4.679], [-1.603, 2.567, 5.612], [-1.141, 1.605, 3.631], [0.399, 2.507, 4.719], [-0.343, 1.305, 3.090], [-2.094, 1.277, 3.569], [0.847, 3.101, 5.403], [0.970, 2.247, 3.928], [4.758, 1.625, 3.929], [5.592, 1.721, 4.775], [3.567, 2.061, 4.108], [4.847, 1.017, 2.791], [3.341, 2.433, 5.019], [2.836, 1.757, 3.481], [5.583, 0.344, 2.631], [4.166, 1.115, 2.052], [5.028, -2.273, 0.943], [4.659, -2.378, 2.116], [4.462, -1.454, 0.074], [5.826, -3.067, 0.302], [3.736, -0.947, 0.559], [4.827, -1.318, -0.858], [6.101, -2.832, -0.642], [6.218, -3.854, 0.797]],
  "charge": 1,
  "s2": 3.762,
  "spin_multiplicity": 4
}

=====

[4]
{
  "formula": "C23H69N13O19Zr",
  "method": "ωB97M-V/def2-TZVPD",
  "elements": ["Zr", "C", "C", "C", "O", "C", "C", "C", "O", "O", "O", "H", "H", "C", "O", "N", "N", "H", "H", "H", "H", "C", "O", "N", "N", "H", "H", "H", "H", "C", "O", "N", "N", "H", "H", "H", "H", "C", "O", "N", "N", "H", "H", "H", "H", "C", "O", "N", "N", "H", "H", "H", "H", "C", "C", "C", "O", "C", "N", "H", "H", "H", "H", "H", "H", "H", "H", "H", "H", "H", "C", "C", "C", "O", "C", "N", "H", "H", "H", "H", "H", "H", "H", "H", "H", "H", "H", "C", "C", "C", "O", "C", "N", "H", "H", "H", "H", "H", "H", "H", "H", "H", "H", "H", "O", "H", "H", "O", "H", "H", "O", "H", "H", "O", "H", "H", "O", "H", "H", "O", "H", "H", "O", "H", "H"],
  "coordinates": [[1.507, 2.249, -3.799], [0.834, -0.588, -0.267], [0.871, -0.316, 1.121], [1.417, 1.014, 1.593], [1.406, 1.369, 2.777], [1.736, 2.013, 0.631], [1.682, 1.770, -0.712], [1.129, 0.425, -1.165], [0.980, 0.347, -2.429], [1.943, 2.553, -1.703], [0.531, -1.222, 1.888], [0.477, -1.540, -0.628], [2.038, 2.986, 0.986], [1.248, -5.362, 4.132], [1.137, -5.802, 5.265], [1.139, -6.086, 2.977], [1.674, -4.073, 3.922], [0.965, -5.663, 2.078], [1.154, -7.089, 3.009], [1.531, -3.643, 3.027], [2.282, -3.687, 4.619], [0.323, 1.766, 6.342], [-0.173, 1.503, 7.425], [1.638, 2.122, 6.140], [-0.410, 1.620, 5.184], [2.182, 1.925, 6.964], [1.960, 2.125, 5.193], [0.076, 1.626, 4.302], [-1.409, 1.654, 5.215], [4.567, 2.996, 4.052], [5.315, 3.668, 4.741], [4.677, 1.637, 3.961], [3.605, 3.545, 3.255], [4.038, 1.004, 3.517], [5.335, 1.196, 4.581], [2.949, 2.922, 2.823], [3.594, 4.549, 3.243], [0.862, 5.499, -3.047], [0.954, 4.296, -3.432], [0.959, 5.859, -1.767], [0.668, 6.487, -3.955], [1.182, 5.188, -1.049], [0.801, 6.820, -1.520], [0.843, 6.211, -4.905], [0.709, 7.419, -3.584], [-2.561, -3.081, 4.083], [-3.582, -3.494, 4.621], [-2.544, -2.337, 2.928], [-1.343, -3.320, 4.656], [-3.316, -2.487, 2.304], [-1.676, -1.952, 2.601], [-1.434, -3.810, 5.529], [-0.545, -2.798, 4.344], [-2.566, -1.068, -1.777], [-1.850, -0.962, -3.102], [-2.239, -2.143, -4.014], [-1.665, -1.845, -5.288], [-1.416, -2.983, -6.112], [-2.317, 0.282, -3.777], [-2.293, -0.267, -1.082], [-2.314, -1.959, -1.196], [-3.650, -1.033, -1.885], [-0.765, -1.055, -3.059], [-3.327, -2.233, -4.065], [-1.747, -3.044, -3.636], [-2.361, -3.282, -6.569], [-1.018, -3.831, -5.549], [-0.700, -2.695, -6.878], [-3.328, 0.325, -3.660], [-2.235, 0.189, -4.789], [-3.813, 2.741, -1.046], [-2.740, 3.350, -0.169], [-2.115, 2.389, 0.846], [-3.195, 1.821, 1.537], [-2.818, 0.726, 2.352], [-1.715, 3.997, -0.981], [-3.434, 1.862, -1.575], [-4.055, 3.483, -1.812], [-4.693, 2.512, -0.454], [-3.280, 4.089, 0.436], [-1.538, 2.993, 1.563], [-1.435, 1.655, 0.392], [-2.020, 0.140, 1.892], [-3.679, 0.084, 2.524], [-2.504, 1.020, 3.357], [-0.880, 4.356, -0.514], [-2.006, 4.914, -1.324], [0.790, -4.644, -1.466], [-0.367, -4.651, -0.504], [-1.114, -5.989, -0.386], [-2.487, -5.691, -0.166], [-3.322, -6.806, -0.315], [0.041, -4.144, 0.829], [0.430, -4.955, -2.449], [1.653, -5.267, -1.224], [1.208, -3.634, -1.571], [-1.155, -4.003, -0.919], [-0.736, -6.555, 0.469], [-1.063, -6.571, -1.311], [-3.019, -7.755, 0.139], [-3.431, -7.107, -1.371], [-4.314, -6.521, 0.024], [-0.758, -3.684, 1.259], [0.672, -3.388, 0.577], [0.688, 0.514, -4.859], [0.477, -0.404, -4.592], [0.485, 0.556, -5.812], [0.369, 5.042, 0.942], [-0.043, 4.558, 1.672], [0.814, 5.790, 1.368], [3.322, 5.894, 0.303], [4.190, 5.569, 0.037], [2.830, 5.098, 0.541], [3.651, -1.712, -1.903], [2.873, -1.896, -1.359], [4.401, -1.900, -1.324], [-0.670, 2.186, -2.960], [-1.259, 2.832, -2.478], [-1.283, 1.397, -3.264], [3.348, 3.546, -3.663], [3.968, 3.603, -2.917], [3.822, 3.926, -4.422], [3.292, 0.968, -3.321], [3.250, 0.073, -2.897], [4.233, 1.189, -3.360]],
  "charge": 2
}

=====

no.,total energy (eV),M (g mol⁻¹)
1,-63818.23864,671.84
2,-47473.10967,520.79
3,-73610.44841,839.11
4,-84515.68054,923.10